Entry 1:
Here is a cluster of 5 separate species, C10H26Br8FO3P3 in total from OMol25. Energies are from ωB97M-V/def2-TZVPD.

The molar mass comes out at 945.5 g mol⁻¹. The SMILES is O=[PH2][PH2](CCF)P(O)O.BrCCBr.BrCCBr.BrCCBr.BrCCBr. The lowest unoccupied orbital energy comes out at 0.040 eV. As for the largest force on an atom: 1.508 eV/A. For the highest occupied orbital energy, the calculation gives -7.08 eV.

Cartesian coordinates (Å):
Br: 0.63 -5.83 0.60
Br: 1.44 4.16 -3.56
Br: 0.83 0.72 -2.40
Br: -2.68 -4.72 1.69
Br: 1.29 5.07 1.55
Br: 3.72 2.84 -7.39
Br: 0.78 1.52 2.45
Br: 3.10 -0.61 -6.22
P: -1.74 -1.89 3.76
P: -2.16 -0.72 1.80
P: -2.28 0.60 -0.09
F: -4.30 -0.21 3.52
O: -0.30 -2.61 3.36
O: -1.20 -0.67 4.71
O: -2.28 2.03 0.38
C: 3.97 2.06 -5.63
C: -4.86 -1.04 2.56
C: 2.22 1.98 -1.87
C: 1.53 4.16 3.25
C: -1.94 -4.82 -0.11
C: 4.49 0.65 -5.71
C: -1.09 -6.04 -0.28
C: -3.80 -1.56 1.58
C: 1.69 3.38 -1.79
C: 2.11 2.79 3.09
H: -1.94 0.51 2.50
H: -4.15 -1.45 0.55
H: 3.03 1.87 -2.59
H: -0.86 -6.20 -1.33
H: -1.13 0.39 -0.88
H: -1.55 -6.94 0.13
H: -3.46 0.39 -0.87
H: 5.29 0.54 -6.43
H: -2.80 -4.84 -0.78
H: 3.01 2.12 -5.12
H: 2.56 1.64 -0.90
H: 4.69 2.70 -5.13
H: 2.22 4.79 3.82
H: -1.38 -3.90 -0.26
H: 0.56 4.15 3.74
H: -0.52 -0.16 4.23
H: 0.73 3.44 -1.29
H: 2.41 4.03 -1.29
H: 2.45 2.40 4.05
H: -3.61 -2.62 1.78
H: -5.63 -0.49 2.03
H: -5.34 -1.88 3.05
H: 2.94 2.76 2.38
H: 4.84 0.32 -4.73
H: -1.03 -1.40 1.21
H: -0.48 -3.43 2.88

Atomic partial charges in e from the Mulliken method, atoms 1 to 2:
1. Br -0.1354
2. Br -0.1566



Entry 2:
Here is the molecule C21H21N3O3S from OMol25. Energies are from ωB97M-V/def2-TZVPD.

The molar mass comes out at 395.5 g mol⁻¹. As for the energy relative to the best compared isomer or geometry (same formula, charge and spin): 0.0 kcal per mole. The SMILES is O=C(NCCCN1CCCC1=O)c1ccc2c(c1)NC(=O)c1ccccc1S2. The lowest unoccupied orbital energy comes out at 0.354 eV. As for the largest force on an atom: 0.603 eV/A. For the highest occupied orbital energy, the calculation gives -8.77 eV.

Cartesian coordinates (Å):
S: -3.55 1.59 -2.18
O: 2.40 1.96 0.90
O: -0.39 -0.79 3.47
O: -0.63 2.31 -5.20
N: 1.70 -1.45 2.85
N: 1.17 1.57 2.74
N: -0.64 2.32 -2.97
C: 0.23 1.94 -0.77
C: 3.19 0.39 3.59
C: -3.49 -1.68 -4.52
C: -1.91 0.60 -4.19
C: -2.36 -1.50 -5.31
C: -2.25 1.19 0.17
C: -0.85 1.91 -1.65
C: -1.17 1.22 1.04
C: -0.03 -2.11 1.44
C: -1.04 1.81 -4.17
C: 1.22 -2.90 1.08
C: 1.32 1.71 1.41
C: 2.31 1.65 3.62
C: 2.35 -2.11 1.74
C: 2.43 -0.89 3.95
C: 0.36 -1.38 2.72
C: 0.08 1.60 0.57
C: -1.59 -0.36 -5.15
C: -2.10 1.54 -1.16
C: -3.83 -0.73 -3.57
C: -3.04 0.40 -3.40
H: 1.37 -3.00 0.00
H: 1.71 -0.69 4.75
H: -4.11 -2.55 -4.65
H: -4.70 -0.85 -2.96
H: 3.14 -1.65 4.30
H: -1.34 0.94 2.07
H: 3.17 -2.74 2.10
H: -0.91 -2.73 1.60
H: 3.63 0.30 2.60
H: 4.00 0.54 4.31
H: 1.20 2.24 -1.12
H: -0.27 -1.36 0.69
H: 2.77 -1.36 1.05
H: -0.73 -0.19 -5.78
H: 0.09 3.03 -3.08
H: 1.94 1.83 4.63
H: 1.17 -3.90 1.51
H: 0.33 1.16 3.12
H: 2.92 2.50 3.30
H: -2.10 -2.23 -6.05
H: -3.23 0.92 0.53

Atomic partial charges in e from the Mulliken method, atoms 1 to 2:
1. S -0.3171
2. O -0.7175



Entry 3:
Here is a structure of composition C40H78F3NiO20S9 from OMol25. Energies are from ωB97M-V/def2-TZVPD.

The molar mass comes out at 1283.3 g mol⁻¹. Its net charge is +1. As for the spin multiplicity: 3. The lowest unoccupied orbital energy (spin up / spin down) comes out at -6.583 / -6.566 eV. As for the largest force on an atom: 4.586 eV/A. For the highest occupied orbital energy (spin up / spin down), the calculation gives -11.15 / -11.15 eV.

Cartesian coordinates (Å):
Ni: -6.79 -19.02 -6.69
S: -7.50 -26.44 8.94
S: -11.09 -14.13 6.86
S: 2.45 -17.59 -5.70
S: -1.75 -7.49 2.57
S: -7.97 -12.15 -5.69
S: -2.88 -24.87 -7.09
S: 2.69 -26.00 2.83
S: -12.68 -19.33 -2.98
S: -3.04 -16.73 -11.66
F: -4.75 -19.10 1.46
F: -4.63 -17.50 0.07
F: -6.58 -18.30 0.52
O: 2.77 -18.47 -4.56
O: -0.66 -7.38 3.55
O: -5.36 -19.19 -2.25
O: 3.80 -25.04 2.96
O: -11.39 -12.75 7.31
O: -3.72 -23.74 -6.67
O: -8.30 -13.61 -5.61
O: 2.81 -27.41 2.81
O: -11.32 -19.44 -3.48
O: -8.96 -26.34 9.04
O: -6.77 -27.48 9.64
O: -2.24 -24.93 -8.39
O: 1.65 -18.06 -6.85
O: -6.31 -20.66 -0.78
O: -1.85 -15.91 -11.41
O: -7.03 -11.67 -6.72
O: -13.71 -20.13 -3.65
O: -3.90 -17.14 -10.52
O: -11.46 -14.59 5.52
O: -1.26 -7.53 1.18
C: -7.02 -26.56 7.12
C: -11.83 -15.38 8.06
C: -12.76 -19.66 -1.19
C: -3.90 -16.87 -14.25
C: -10.67 -16.18 8.63
C: -7.59 -11.56 -3.96
C: -4.33 -7.14 3.40
C: -8.92 -11.47 -3.29
C: 0.72 -24.32 3.41
C: 4.07 -16.86 -6.22
C: -3.48 -18.30 -13.87
C: -9.34 -14.75 7.30
C: -2.73 -9.06 3.05
C: -9.52 -11.37 -5.71
C: -13.59 -18.57 -0.56
C: 1.71 -16.06 -5.01
C: -9.57 -16.22 7.60
C: -5.97 -24.57 7.99
C: -5.31 -19.66 -0.91
C: -6.69 -25.14 6.76
C: -3.13 -6.27 2.87
C: -3.87 -26.42 -6.78
C: -5.92 -22.05 -0.74
C: -6.88 -24.76 9.17
C: 1.61 -25.50 1.35
C: 0.44 -24.61 1.91
C: -9.94 -10.91 -4.26
C: -4.14 -15.99 -12.95
C: -1.57 -25.22 -5.84
C: 3.77 -15.38 -6.27
C: -1.87 -26.65 -5.32
C: -2.72 -27.35 -6.41
C: -2.52 -18.14 -12.70
C: -4.21 -8.67 2.95
C: -13.22 -17.25 -1.20
C: -13.31 -17.56 -2.72
C: 1.35 -25.56 3.98
C: -7.04 -23.02 -0.79
C: 2.78 -14.95 -5.16
C: -5.30 -18.64 0.29
H: -14.40 -17.53 -2.81
H: -6.74 -24.06 -0.70
H: -7.75 -27.08 6.50
H: -4.36 -7.05 4.49
H: -3.11 -28.30 -6.02
H: -6.95 -12.30 -3.48
H: -2.36 -9.88 2.43
H: -2.46 -26.71 -4.40
H: -12.84 -17.01 -3.54
H: -12.33 -14.84 8.86
H: -6.15 -27.19 7.28
H: -9.18 -12.50 -3.06
H: -9.87 -9.83 -4.19
H: -10.87 -17.14 9.10
H: -3.02 -18.88 -14.66
H: 1.27 -23.40 3.60
H: -1.00 -27.27 -5.08
H: 3.27 -15.06 -7.19
H: -13.84 -16.43 -0.83
H: -10.93 -11.24 -3.96
H: -7.04 -10.62 -4.06
H: -9.00 -14.24 8.20
H: -5.33 -22.35 0.13
H: -10.11 -12.15 -6.21
H: 3.37 -14.96 -4.25
H: -2.36 -9.22 4.06
H: -5.27 -22.34 -1.56
H: 2.26 -25.06 0.59
H: -6.43 -24.84 10.16
H: -14.64 -18.80 -0.72
H: -7.70 -24.73 6.74
H: -12.99 -20.71 -1.01
H: -10.34 -15.53 9.45
H: -4.75 -16.80 -14.94
H: -8.66 -14.61 6.46
H: -9.41 -10.46 -6.29
H: 0.65 -26.38 3.81
H: -0.50 -25.16 1.97
H: 4.67 -17.04 -5.33
H: -5.27 -6.71 3.05
H: -2.12 -27.54 -7.30
H: 0.77 -15.87 -5.53
H: -4.33 -18.88 -13.48
H: -8.63 -16.69 7.89
H: -6.21 -24.96 5.79
H: -3.94 -14.92 -13.01
H: -4.66 -9.36 3.66
H: -1.56 -24.44 -5.08
H: 0.27 -23.70 1.32
H: -1.58 -17.74 -13.08
H: -13.48 -18.52 0.53
H: 2.24 -14.03 -5.39
H: -11.75 -19.41 -0.85
H: -4.52 -26.62 -7.63
H: -7.55 -22.88 -1.74
H: -4.68 -8.90 1.99
H: -3.12 -5.71 1.94
H: 4.41 -17.41 -7.10
H: -5.69 -23.53 8.15
H: -2.95 -16.63 -14.73
H: 1.40 -16.24 -3.98
H: 4.69 -14.81 -6.16
H: -2.44 -18.97 -12.00
H: 1.15 -26.42 1.00
H: -12.59 -15.94 7.52
H: -12.19 -17.05 -0.94
H: -4.45 -26.10 -5.92
H: -5.07 -25.10 8.30
H: -5.11 -16.13 -12.47
H: -7.72 -24.08 9.29
H: -0.30 -24.18 3.79
H: -2.86 -5.50 3.59
H: -0.62 -25.14 -6.36
H: -8.84 -11.01 -2.30
H: 1.77 -25.56 4.99
H: -9.88 -16.80 6.73
H: -7.84 -22.63 -0.16
H: -4.32 -20.10 -0.82

Atomic partial charges in e from the Mulliken method, atoms 1 to 2:
1. Ni 1.0004
2. S 1.0923



> Among the records above, which one has the lowest molar mass?

C21H21N3O3S